DFT (the ωB97M-V functional and the def2-TZVPD basis) results for a structure of composition C51H61AsN3O2S4SbV.

Structure (ORCA input):
```
! wB97M-V def2-TZVPD RIJCOSX def2/J DEFGRID3
* xyz -1 3
V 0.80 -0.25 -0.02
C 2.44 6.48 -0.71
C 2.72 6.01 0.73
C 1.65 6.59 1.66
C 4.07 6.57 1.15
C 2.67 4.48 0.79
C 1.51 3.84 0.38
C 1.40 2.45 0.48
N 0.37 1.60 0.10
C -0.86 1.96 -0.43
C -1.54 3.17 -0.25
C -2.74 3.38 -0.92
C -3.22 2.38 -1.76
C -2.58 1.15 -1.95
C -1.39 0.94 -1.24
O -0.66 -0.19 -1.27
C -3.19 0.04 -2.80
C -4.33 0.54 -3.70
C -3.77 -1.01 -1.84
C -2.13 -0.59 -3.72
C -3.55 4.67 -0.75
C -3.71 5.36 -2.11
C -4.93 4.34 -0.18
C -2.86 5.66 0.20
C 2.54 1.70 0.86
O 2.42 0.39 0.68
C 3.72 2.32 1.27
C 3.74 3.71 1.25
C 4.91 1.45 1.68
C 6.13 2.29 2.07
C 4.50 0.59 2.89
C 5.34 0.54 0.52
H 2.49 7.57 -0.77
H 3.17 6.06 -1.40
H 1.44 6.18 -1.05
H 1.64 7.69 1.61
H 0.65 6.23 1.40
H 1.84 6.30 2.70
H 4.06 7.66 1.05
H 4.30 6.34 2.19
H 4.88 6.19 0.53
H 0.68 4.42 -0.01
H -1.15 3.90 0.44
H -4.15 2.56 -2.29
H -5.21 0.84 -3.12
H -4.02 1.38 -4.31
H -4.64 -0.27 -4.36
H -4.53 -0.56 -1.21
H -4.22 -1.84 -2.39
H -3.00 -1.40 -1.17
H -1.82 0.14 -4.48
H -1.25 -0.92 -3.18
H -2.57 -1.45 -4.24
H -4.26 4.73 -2.82
H -4.27 6.30 -2.00
H -2.74 5.59 -2.55
H -5.48 3.65 -0.82
H -4.84 3.87 0.81
H -5.53 5.25 -0.07
H -1.88 5.96 -0.18
H -3.47 6.56 0.29
H -2.73 5.24 1.20
H 4.64 4.22 1.57
H 5.94 2.91 2.95
H 6.95 1.61 2.33
H 6.47 2.93 1.25
H 4.26 1.22 3.75
H 3.63 -0.03 2.67
H 5.32 -0.08 3.18
H 5.67 1.13 -0.33
H 6.17 -0.08 0.85
H 4.52 -0.12 0.20
S 2.60 -4.25 2.14
Sb 2.19 -3.15 4.09
S 0.88 -1.10 3.45
S 0.11 -1.60 1.63
S 3.85 -2.33 5.40
N 1.95 0.50 -2.94
C 2.57 -0.63 -2.47
C 3.73 -1.12 -3.07
C 4.30 -2.27 -2.57
C 3.70 -2.95 -1.51
C 2.55 -2.41 -0.98
N 2.01 -1.27 -1.43
H 2.52 1.19 -3.40
H 1.16 0.86 -2.42
H 4.16 -0.59 -3.91
H 5.21 -2.66 -3.01
H 4.11 -3.85 -1.09
H 2.05 -2.87 -0.13
C -5.38 -7.41 -0.15
C -5.29 -6.87 1.12
C -4.39 -5.85 1.38
C -3.56 -5.35 0.38
C -3.66 -5.90 -0.90
C -4.56 -6.93 -1.16
As -2.40 -3.81 0.72
C -1.88 -4.28 2.54
C -2.03 -3.29 3.50
C -1.68 -3.52 4.82
C -1.17 -4.76 5.20
C -1.04 -5.77 4.25
C -1.40 -5.53 2.93
C -0.87 -4.41 -0.36
C 0.15 -5.27 0.05
C 1.12 -5.71 -0.84
C 1.10 -5.28 -2.16
C 0.13 -4.39 -2.58
C -0.84 -3.95 -1.68
H -6.08 -8.21 -0.36
H -5.92 -7.24 1.92
H -4.32 -5.44 2.39
H -3.02 -5.55 -1.69
H -4.62 -7.35 -2.16
H -2.38 -2.31 3.21
H -1.77 -2.73 5.56
H -0.88 -4.94 6.22
H -0.64 -6.74 4.53
H -1.32 -6.34 2.21
H 0.21 -5.59 1.08
H 1.90 -6.36 -0.49
H 1.86 -5.62 -2.85
H 0.12 -4.01 -3.60
H -1.57 -3.23 -2.02
*
```

Computed properties:
* HOMO-LUMO gap (alpha / beta): 6.003 / 6.134 eV
* energy relative to the best compared isomer or geometry (same formula, charge and spin): 0.666 eV
* total energy: -198854.66426 eV

Results of the Mulliken charge analysis, in e, for atoms 1 through 99: -1.306, -1.619, 2.189, -1.364, -2.392, -0.849, -0.238, -0.038, 0.553, -0.434, -0.447, -0.581, -0.384, -0.656, 0.499, -0.123, 2.731, -2.401, -1.258, -1.511, 2.052, -1.724, -1.709, -1.988, 0.953, -0.699, -1.359, 0.010, 2.828, -2.552, -1.404, -1.460, 0.466, 0.336, 0.233, 0.446, 0.134, 0.336, 0.452, 0.372, 0.415, 0.789, 1.079, 0.432, 0.361, 0.435, 0.485, 0.382, 0.462, -0.032, 0.375, -0.056, 0.495, 0.308, 0.470, 0.357, 0.312, 0.366, 0.439, 0.280, 0.512, 0.378, 0.670, 0.413, 0.452, 0.451, 0.294, 0.047, 0.452, 0.302, 0.512, 0.058, -0.460, 0.497, -0.357, 0.288, -0.579, -0.285, 0.432, -1.067, -0.543, -0.816, -0.396, 2.034, 0.222, -0.007, 0.465, 0.418, 0.567, -0.170, -0.431, -0.668, -0.340, 0.339, -0.535, -0.625, 1.197, 0.303, -0.842


DFT (the ωB97M-V functional and the def2-TZVPD basis) results for a cluster of 15 separate species, C17H64O19 in total.

Structure (ORCA input):
```
! wB97M-V def2-TZVPD RIJCOSX def2/J DEFGRID3
* xyz 0 1
O 3.81 -1.27 0.26
H 3.05 -0.90 -0.21
H 3.82 -2.23 0.04
O -2.76 -2.53 2.33
H -2.36 -3.22 1.79
H -2.33 -2.59 3.20
O -3.29 2.69 -0.99
H -3.65 1.83 -0.80
H -2.46 2.39 -1.40
O 2.89 1.17 1.70
H 3.59 0.68 1.22
H 3.15 1.06 2.63
O -1.03 -3.46 -3.54
H -0.25 -3.79 -3.06
H -0.70 -3.54 -4.45
O -3.32 -0.21 1.09
H -3.07 0.51 1.72
H -3.23 -1.01 1.65
O 1.46 3.37 0.08
H 0.58 3.05 0.38
H 2.11 2.78 0.53
O -1.77 -3.56 -0.58
H -1.66 -4.29 -1.19
H -2.17 -2.83 -1.08
C -0.17 0.28 -0.33
C 0.42 -0.43 -1.51
C 1.71 0.21 -2.14
O 0.89 -1.66 -0.97
H 0.63 0.39 0.41
H -0.95 -0.36 0.12
H -0.57 1.24 -0.54
H -0.33 -0.62 -2.29
H 2.36 0.70 -1.38
H 1.47 0.98 -2.87
H 2.28 -0.57 -2.69
H 0.25 -2.07 -0.38
C -1.38 2.47 3.92
C 0.07 2.11 3.64
C 0.99 2.10 4.73
O 0.13 0.71 3.18
H -1.53 3.55 4.06
H -1.72 2.03 4.87
H -1.97 2.08 3.07
H 0.32 2.81 2.84
H 0.70 1.34 5.46
H 1.13 3.03 5.32
H 1.91 1.73 4.32
H 0.31 0.74 2.23
C 1.39 -2.51 2.82
C 2.50 -3.53 3.15
C 3.74 -2.87 3.68
O 1.99 -4.40 4.28
H 0.38 -3.02 2.79
H 1.55 -1.95 1.94
H 1.17 -1.80 3.59
H 2.75 -4.21 2.30
H 4.40 -2.45 2.94
H 4.37 -3.64 4.20
H 3.46 -2.09 4.42
H 1.13 -4.61 3.97
C -0.77 2.52 -3.80
C -0.90 3.96 -4.37
O 0.25 4.67 -3.81
O -0.71 2.56 -2.38
H 0.14 2.07 -4.21
H -1.66 2.02 -4.15
H -1.85 4.44 -4.04
H -0.87 3.87 -5.45
H 0.14 4.87 -2.90
H 0.21 2.84 -2.24
C -3.79 -1.25 -3.83
C -4.12 -0.72 -2.46
O -3.21 -1.19 -1.48
O -2.60 -0.60 -4.34
H -4.66 -1.06 -4.51
H -3.58 -2.33 -3.83
H -5.13 -1.07 -2.20
H -4.04 0.39 -2.55
H -3.28 -0.60 -0.68
H -2.76 -0.39 -5.26
C 3.26 -5.08 -0.69
C 1.76 -4.75 -0.54
O 1.20 -4.30 -1.69
O 3.95 -3.86 -0.82
H 3.44 -5.74 -1.52
H 3.52 -5.62 0.25
H 1.79 -3.98 0.25
H 1.25 -5.60 -0.06
H 1.05 -3.36 -1.66
H 4.89 -4.09 -0.91
C -1.09 4.98 0.87
C -0.89 5.89 -0.38
O 0.37 5.62 -1.09
O -1.28 3.64 0.51
H -1.91 5.36 1.57
H -0.22 4.92 1.58
H -1.01 6.92 -0.12
H -1.76 5.66 -1.04
H 0.88 4.94 -0.61
H -2.16 3.60 0.12
*
```

Computed properties:
* HOMO-LUMO gap: 9.994 eV
* total energy: -57568.40553 eV

Results of the Mulliken charge analysis, in e, for atoms 1 through 99: -0.771, 0.258, 0.321, -0.677, 0.296, 0.300, -0.763, 0.354, 0.117, -0.461, 0.236, 0.202, -0.474, 0.310, 0.264, -0.666, 0.268, 0.304, -0.639, 0.235, 0.318, -0.564, 0.293, 0.339, 1.105, 0.703, -1.431, -0.006, -0.661, 0.195, -0.191, -0.195, 0.208, 0.181, 0.484, 0.142, -1.119, 1.406, -1.400, -0.326, 0.335, 0.368, 0.015, -0.204, 0.332, 0.346, 0.143, -0.032, -0.864, 1.161, -1.463, -0.617, 0.219, -0.251, 0.679, -0.158, 0.322, 0.380, 0.311, 0.338, -0.265, -0.577, -0.614, -0.042, 0.276, 0.133, 0.267, 0.424, 0.322, 0.248, -0.599, -0.047, -0.285, -0.443, 0.442, 0.204, 0.289, 0.123, -0.004, 0.250, -0.671, -0.008, -0.691, -0.464, 0.426, 0.346, -0.314, 0.387, 0.607, 0.221, -0.730, -0.316, -0.655, -0.339, 0.396, 0.285, 0.446, 0.163, 0.533


DFT (the ωB97M-V functional and the def2-TZVPD basis) results for a structure of composition C16H19IrN8O3S3.

Structure (ORCA input):
```
! wB97M-V def2-TZVPD RIJCOSX def2/J DEFGRID3
* xyz 2 1
Ir 0.24 0.11 0.05
C -4.83 -1.86 2.28
S -4.27 -1.71 0.57
C -2.53 -1.78 0.67
S -1.86 -1.73 2.30
N -1.93 -1.83 -0.47
N -0.55 -1.77 -0.46
C 0.06 -2.82 -0.84
C 1.51 -3.04 -0.75
C 1.94 -4.33 -0.57
C 3.29 -4.60 -0.37
C 4.19 -3.55 -0.33
C 3.71 -2.27 -0.52
N 2.41 -2.02 -0.74
H -4.50 -2.79 2.73
H -5.91 -1.88 2.20
H -4.54 -1.00 2.88
H -0.54 -3.69 -1.11
H 1.22 -5.14 -0.59
H 3.63 -5.62 -0.23
H 5.24 -3.70 -0.16
H 4.35 -1.40 -0.51
C 3.20 4.18 2.41
C 2.19 3.52 1.55
N 1.35 4.12 0.76
N 0.64 3.12 0.19
C 1.01 1.90 0.59
S 2.02 -0.39 -1.25
N 2.00 2.16 1.46
N 2.76 1.15 2.08
H 3.08 5.25 2.33
H 4.21 3.93 2.09
H 3.08 3.88 3.45
H -0.07 3.33 -0.48
H 2.28 0.86 2.93
H 3.66 1.54 2.31
O -0.27 0.87 -1.85
N -1.49 1.36 -2.14
C -2.54 1.29 -1.31
C -3.76 1.80 -1.69
C -3.91 2.36 -2.95
C -2.81 2.41 -3.79
C -1.60 1.90 -3.37
H -2.36 0.82 -0.35
H -4.59 1.73 -1.00
H -4.86 2.76 -3.27
H -2.87 2.84 -4.78
H -0.70 1.89 -3.96
O -0.25 -1.75 2.12
O 0.27 -0.40 1.91
*
```

Computed properties:
* HOMO-LUMO gap: 7.337 eV
* energy relative to the best compared isomer or geometry (same formula, charge and spin): 1.905 eV
* total energy: -70288.07124 eV

Calculated atomic charges, method natural (NBO), unit e: 0.866, -0.767, 0.367, -0.135, 0.673, -0.360, -0.251, 0.105, 0.172, -0.178, -0.091, -0.207, 0.097, -0.395, 0.246, 0.270, 0.239, 0.234, 0.256, 0.262, 0.268, 0.255, -0.677, 0.361, -0.227, -0.341, 0.207, 0.260, -0.207, -0.618, 0.278, 0.245, 0.249, 0.430, 0.389, 0.381, -0.580, 0.042, 0.010, -0.196, -0.132, -0.204, 0.044, 0.226, 0.256, 0.256, 0.263, 0.256, -0.437, -0.457


Question: Which formula does entry 3 have?
Answer: C16H19IrN8O3S3


Question: What is the total energy in the second record?
Answer: -57568.40553 eV